No. 1
ORCA calculation (ωB97M-V with the def2-TZVPD basis set) on a cluster of 2 separate species, C4H5ClN2 in total at a distorted geometry.

**Total charge**: 0
**Energy above the lowest of the compared OMol25 structures with the same formula, charge and spin**: 1.164 eV
**Gap between HOMO and LUMO (alpha / beta)**: 8.36 / 5.73 eV
**Multiplicity**: 3
**E_HOMO (alpha / beta)**: -7.9 / -9.0 eV

Each line ends with the natural charge from an NBO analysis.
Element x y z (Å)
1 C 1.167981 1.263802 0.230317  -0.29
2 C -0.193769 1.629399 0.013937  -0.24
3 C 1.300419 -0.074007 0.142840  0.14
4 C -0.722091 0.421755 -0.128120  0.39
5 N 0.040735 -0.617965 0.043378  -0.30
6 N -0.445011 -1.906427 0.063276  -0.63
7 Cl -3.183222 -0.323854 -0.014353  -0.57
8 H 1.949519 1.869519 0.305463  0.22
9 H -0.646440 2.644842 -0.012360  0.26
10 H 2.221640 -0.706474 0.160447  0.23
11 H -0.062028 -2.470842 -0.862014  0.36
12 H -1.427732 -1.729753 0.057184  0.42

Cartesian forces, eV/Å:
-3.3 1.9 -0.8
4.4 3.4 1.0
1.3 -4.0 0.6
-6.9 -3.3 -0.6
1.4 0.9 -0.8
3.1 -2.7 -2.4
0.6 0.2 0.0
3.1 2.6 0.5
0.4 -1.2 -0.1
-1.0 0.7 0.1
-1.7 2.0 2.9
-1.4 -0.4 -0.4

***

No. 2
ORCA calculation (ωB97M-V with the def2-TZVPD basis set) on the molecule C2H3IN2S at a distorted geometry.

**Total charge**: 0
**Energy above the lowest of the compared OMol25 structures with the same formula, charge and spin**: 2.742 eV
**Gap between HOMO and LUMO**: 8.54 eV
**SMILES**: [H]/N=C/S/C=N/I
**E_HOMO**: -8.8 eV

Each line ends with the natural charge from an NBO analysis.
Element x y z (Å)
1 C -1.478212 -0.065139 -0.141936  -0.03
2 C 1.179943 -0.090755 0.245411  -0.16
3 N -2.629910 -0.572322 0.024985  -0.65
4 N 2.482380 -0.675833 0.024997  -0.58
5 S -0.137447 -1.214298 -0.040626  0.38
6 I 4.025520 0.722339 -0.021049  0.25
7 H -1.111518 0.986895 -0.493922  0.18
8 H 1.226074 1.042647 0.344674  0.22
9 H -3.556834 -0.133535 0.057467  0.39

Cartesian forces, eV/Å:
-1.3 1.0 -0.7
6.9 -1.5 -2.0
0.9 0.0 0.4
-5.6 2.5 1.1
0.6 0.8 0.5
-0.6 -0.4 0.2
-1.1 -1.5 0.9
-1.1 -1.5 0.1
1.1 0.6 -0.6

***

No. 3
ORCA calculation (ωB97M-V with the def2-TZVPD basis set) on a structure of composition C16H9Cl4N2O2ReSe at a distorted geometry.

**Total charge**: +1
**Gap between HOMO and LUMO (alpha / beta)**: 6.21 / 6.10 eV
**Multiplicity**: 4
**E_HOMO (alpha / beta)**: -11.5 / -11.6 eV

Each line ends with the natural charge from an NBO analysis.
Element x y z (Å)
1 Re -1.032545 -0.025392 0.007800  1.57
2 Cl -0.845178 -5.374242 4.110599  0.10
3 C -1.177685 -4.352314 2.776170  -0.08
4 C -1.710771 -4.882190 1.595513  -0.07
5 Cl -2.046158 -6.557012 1.475153  0.10
6 C -1.953688 -4.053963 0.501696  -0.09
7 Cl -2.568928 -4.642688 -0.990384  0.07
8 C -1.663834 -2.710196 0.607810  0.19
9 O -1.783414 -1.813859 -0.416835  -0.72
10 C -1.186805 -2.190008 1.780726  0.24
11 O -0.946728 -0.830881 1.725600  -0.64
12 C -0.907423 -2.989446 2.866743  -0.10
13 Cl -0.253691 -2.263337 4.276628  0.09
14 C 2.783009 -0.913282 -2.776530  -0.08
15 C 2.580841 0.350131 -2.235883  -0.22
16 C 1.406921 0.609983 -1.574687  0.06
17 N 0.444310 -0.331569 -1.430908  -0.54
18 C 0.621022 -1.551725 -1.993601  0.08
19 C 1.779207 -1.864914 -2.668619  -0.23
20 H 3.711845 -1.150624 -3.279075  0.25
21 H 3.322226 1.131875 -2.323264  0.26
22 H 1.196194 1.584169 -1.153616  0.23
23 H -0.191154 -2.256290 -1.890489  0.26
24 H 1.883247 -2.851410 -3.097746  0.26
25 Se -1.869687 2.136521 -0.093230  0.11
26 C -0.726741 3.644617 0.195657  -0.16
27 C 0.552693 3.515273 0.709194  -0.29
28 C 1.278446 4.683039 0.895997  0.06
29 N 0.805276 5.896289 0.613636  -0.37
30 C -0.434168 5.983501 0.135391  0.07
31 C -1.254506 4.884514 -0.093858  -0.27
32 H 0.965021 2.555437 0.992926  0.22
33 H 2.281884 4.639384 1.303148  0.21
34 H -0.801629 6.980856 -0.072865  0.22
35 H -2.257408 5.009752 -0.478799  0.24

Cartesian forces, eV/Å:
0.0 -1.4 0.5
0.0 0.0 0.0
0.0 -0.1 0.0
0.0 -0.1 0.0
0.0 0.0 0.0
-0.1 -0.3 -0.3
0.0 0.0 0.1
-0.2 0.2 -0.8
0.2 0.1 0.3
0.2 0.5 0.2
0.1 0.1 -0.3
0.0 0.2 0.4
0.0 -0.1 0.0
0.0 0.0 0.0
0.1 0.0 -0.1
-0.2 0.0 0.0
0.0 0.0 0.1
0.0 0.1 0.0
0.0 0.0 0.0
0.0 0.0 0.0
0.0 0.0 0.0
0.0 0.0 0.0
0.0 0.0 0.1
0.0 0.0 0.0
-0.6 0.6 -0.1
0.2 -0.4 0.0
0.0 0.1 0.0
0.0 0.1 0.0
-0.1 -0.2 0.0
0.1 0.1 0.1
0.1 0.2 0.0
0.0 0.0 0.0
0.0 0.0 0.0
0.0 0.0 0.0
0.0 0.0 0.0

***

No. 4
ORCA calculation (ωB97M-V with the def2-TZVPD basis set) on a cluster of 7 separate species, C14H42O7 in total at a distorted geometry.

**Total charge**: 0
**Energy above the lowest of the compared OMol25 structures with the same formula, charge and spin**: 3.486 eV
**Gap between HOMO and LUMO**: 10.39 eV
**SMILES**: CCO.CCO.CCO.CCO.CCO.CCO.CCO
**E_HOMO**: -9.9 eV

Each line ends with the natural charge from an NBO analysis.
Element x y z (Å)
1 C 8.080275 1.845318 -2.547743  -0.63
2 C 7.591792 0.474732 -2.190258  -0.06
3 O 6.441953 0.299406 -2.979614  -0.73
4 H 9.058433 1.999299 -2.092086  0.20
5 H 7.300080 2.575635 -2.333220  0.21
6 H 8.135524 1.862779 -3.636201  0.21
7 H 7.271545 0.454433 -1.148577  0.16
8 H 8.293960 -0.323877 -2.429627  0.16
9 H 5.677507 0.245208 -2.401426  0.47
10 C -0.114889 -1.318237 0.489658  -0.65
11 C 0.891162 -1.368338 -0.650570  -0.06
12 O 2.074482 -0.677912 -0.412939  -0.72
13 H -0.664504 -0.381940 0.586522  0.21
14 H 0.159776 -1.769243 1.443202  0.21
15 H -0.929328 -1.950886 0.136700  0.21
16 H 0.494790 -1.067136 -1.620247  0.18
17 H 1.206964 -2.405631 -0.761917  0.15
18 H 2.391507 -0.898051 0.466059  0.47
19 C -4.395761 5.518490 -2.853354  -0.62
20 C -4.555665 4.773786 -1.569384  -0.05
21 O -4.314208 3.493448 -1.869324  -0.72
22 H -4.686159 6.553809 -2.674779  0.20
23 H -5.132633 5.062966 -3.514885  0.21
24 H -3.396650 5.495420 -3.288483  0.21
25 H -5.546300 4.932803 -1.143424  0.15
26 H -3.813100 5.096228 -0.839498  0.14
27 H -4.588251 2.943120 -1.132010  0.47
28 C 5.037307 -3.898527 2.336852  -0.63
29 C 4.666804 -3.062094 3.596778  -0.07
30 O 4.259649 -1.788597 3.083395  -0.73
31 H 4.320040 -3.698198 1.540930  0.22
32 H 5.121124 -4.943277 2.636125  0.21
33 H 6.061462 -3.680689 2.033929  0.21
34 H 5.558476 -2.943013 4.212265  0.16
35 H 3.814432 -3.405657 4.182890  0.16
36 H 4.274857 -1.245922 3.875152  0.46
37 C -1.936377 1.233792 -6.627514  -0.63
38 C -3.136188 2.105214 -6.888262  -0.07
39 O -4.174533 1.782793 -5.911066  -0.73
40 H -2.053819 0.209574 -6.981472  0.21
41 H -1.648644 1.244410 -5.576228  0.21
42 H -1.109771 1.558672 -7.259394  0.21
43 H -3.472118 1.877208 -7.899822  0.18
44 H -2.944857 3.176509 -6.826522  0.16
45 H -3.904723 2.186354 -5.082847  0.47
46 C -5.894152 -2.063514 -1.424046  -0.63
47 C -6.534887 -1.678750 -0.109810  -0.06
48 O -5.912126 -0.522470 0.495537  -0.75
49 H -6.143464 -1.304929 -2.165990  0.21
50 H -6.326907 -2.992109 -1.796252  0.22
51 H -4.819596 -2.221290 -1.331675  0.22
52 H -6.409547 -2.504734 0.590288  0.15
53 H -7.607010 -1.489868 -0.164344  0.16
54 H -6.190058 -0.391364 1.405015  0.47
55 C -0.047623 -1.763707 7.786279  -0.63
56 C 0.717598 -1.595710 9.087911  -0.07
57 O 1.490887 -0.466468 8.950206  -0.72
58 H -0.518930 -0.825283 7.494164  0.21
59 H -0.775365 -2.568195 7.892567  0.20
60 H 0.606009 -2.020079 6.952536  0.21
61 H 1.488769 -2.339688 9.287585  0.17
62 H 0.027197 -1.549919 9.930139  0.16
63 H 1.183785 0.123897 9.642129  0.47

Cartesian forces, eV/Å:
0.5 -0.3 -0.5
-0.7 0.5 0.2
-1.1 -0.7 -0.5
-0.1 0.6 0.0
0.4 0.2 0.5
0.5 0.1 -0.1
0.5 -0.3 0.3
0.2 0.1 0.2
-0.1 -0.1 -0.2
-1.5 -0.3 -1.1
0.2 -1.2 0.8
0.9 1.4 0.0
0.7 0.4 0.4
0.5 0.4 -0.1
-0.2 -0.4 0.0
-0.2 0.3 0.2
-0.4 -0.5 -0.2
0.1 0.0 0.1
-0.9 0.9 -0.1
0.6 2.4 0.7
0.1 -3.8 -0.4
0.1 0.2 -0.3
0.2 0.2 -0.4
-0.1 -0.2 0.2
-0.3 0.1 0.0
0.0 0.5 0.4
0.1 -0.3 -0.1
0.2 0.0 1.6
0.1 0.0 -1.8
0.3 0.3 0.5
0.1 -0.3 0.0
-0.6 -0.2 -0.3
-0.2 0.5 -0.2
-0.1 -0.1 0.3
0.2 -0.8 0.0
-0.2 0.6 -0.2
0.8 0.1 -0.5
-0.7 -0.6 0.9
0.3 0.2 -1.2
-0.6 -0.1 0.4
0.1 0.0 -0.1
0.3 0.4 0.2
-0.6 0.1 0.2
0.3 0.0 -0.1
0.0 0.0 0.1
-0.5 0.5 -0.1
0.2 -0.1 1.5
0.4 0.0 -0.9
0.4 0.1 -0.1
-0.1 -0.1 0.2
0.0 0.3 0.0
0.0 -0.3 0.1
-0.1 -0.1 -0.5
-0.2 -0.3 -0.1
0.0 -0.8 0.0
-0.1 -1.2 -0.8
0.6 2.5 0.7
-0.2 0.0 0.3
-0.2 0.1 -0.2
0.2 -0.1 0.1
-0.7 -1.0 -0.1
0.0 0.0 0.1
0.4 0.5 -0.2

***

Number 3 is which compound?
C16H9Cl4N2O2ReSe